{
  "formula": "C54H136As3F24N9O12S2",
  "method": "ωB97M-V with the def2-TZVPD basis set",
  "species": ["C", "F", "F", "F", "S", "O", "O", "N", "S", "O", "O", "C", "F", "F", "F", "C", "C", "N", "C", "C", "C", "C", "C", "O", "C", "H", "H", "H", "H", "H", "H", "H", "H", "H", "H", "H", "H", "H", "H", "H", "H", "H", "H", "H", "H", "C", "C", "N", "C", "C", "C", "C", "C", "O", "C", "H", "H", "H", "H", "H", "H", "H", "H", "H", "H", "H", "H", "H", "H", "H", "H", "H", "H", "H", "H", "C", "C", "N", "C", "C", "C", "C", "C", "O", "C", "H", "H", "H", "H", "H", "H", "H", "H", "H", "H", "H", "H", "H", "H", "H", "H", "H", "H", "H", "H", "C", "C", "N", "C", "C", "C", "C", "C", "O", "C", "H", "H", "H", "H", "H", "H", "H", "H", "H", "H", "H", "H", "H", "H", "H", "H", "H", "H", "H", "H", "C", "C", "N", "C", "C", "C", "C", "C", "O", "C", "H", "H", "H", "H", "H", "H", "H", "H", "H", "H", "H", "H", "H", "H", "H", "H", "H", "H", "H", "H", "C", "C", "C", "O", "C", "N", "H", "H", "H", "H", "H", "H", "H", "H", "H", "H", "H", "H", "C", "C", "C", "O", "C", "N", "H", "H", "H", "H", "H", "H", "H", "H", "H", "H", "H", "H", "C", "C", "C", "O", "C", "N", "H", "H", "H", "H", "H", "H", "H", "H", "H", "H", "H", "H", "As", "F", "F", "F", "F", "F", "F", "As", "F", "F", "F", "F", "F", "F", "As", "F", "F", "F", "F", "F", "F"],
  "xyz": [[-1.13952, -1.00937, 4.38315], [-1.11989, 0.28991, 4.15628], [0.05265, -1.51817, 4.09544], [-1.42747, -1.22392, 5.66819], [-2.35783, -1.92182, 3.28733], [-1.85269, -1.61149, 1.95544], [-2.20244, -3.29141, 3.71260], [-3.85711, -1.23554, 3.62815], [-4.72685, -1.80520, 2.45553], [-4.63413, -1.05211, 1.21539], [-4.76981, -3.23607, 2.30255], [-6.45771, -1.22392, 3.02448], [-6.84347, -1.79498, 4.17071], [-6.41447, 0.09644, 3.28057], [-7.34576, -1.45674, 2.08454], [-8.93263, 1.87588, 1.20693], [-9.56765, 2.44246, 2.48362], [-10.51184, 1.51058, 3.23238], [-9.78877, 0.24400, 3.61729], [-11.09068, 2.18028, 4.43520], [-10.03793, 2.66591, 5.42527], [-11.63072, 1.25904, 2.23378], [-12.91205, 0.63990, 2.74606], [-13.75526, 1.44577, 3.51226], [-14.99640, 0.89236, 3.84696], [-8.16511, 2.55681, 0.83740], [-9.62124, 1.71021, 0.37835], [-8.36650, 0.95592, 1.35312], [-10.06857, 3.39976, 2.37547], [-8.70109, 2.53046, 3.13624], [-9.53549, -0.25721, 2.68601], [-10.54599, -0.30169, 4.16746], [-8.84858, 0.50134, 4.09260], [-11.74055, 1.44240, 4.89858], [-11.70078, 3.00921, 4.07899], [-10.35980, 3.37885, 6.19090], [-9.14028, 3.18894, 5.09336], [-9.71371, 1.87301, 6.10591], [-11.31341, 0.45845, 1.56097], [-11.74270, 2.11067, 1.56673], [-12.74036, -0.30717, 3.27564], [-13.41615, 0.39138, 1.80104], [-15.62581, 1.70992, 4.19180], [-14.87107, 0.13413, 4.62887], [-15.52208, 0.42355, 3.00712], [2.56340, -1.60827, 7.58859], [1.35266, -0.98881, 8.27345], [0.94537, -1.57227, 9.63391], [2.07437, -1.45440, 10.65694], [-0.28391, -0.85023, 10.15205], [-0.28960, 0.70051, 10.15121], [0.78994, -3.08345, 9.56076], [-0.28962, -3.59766, 8.61746], [0.14924, -3.52639, 7.27361], [-0.69611, -4.13854, 6.32716], [2.66271, -1.28048, 6.56070], [2.56827, -2.68633, 7.74141], [3.46635, -1.32558, 8.13916], [0.48264, -1.21288, 7.65885], [1.55358, 0.05233, 8.51131], [3.00643, -1.93251, 10.37105], [1.62723, -1.80899, 11.58173], [2.35015, -0.41561, 10.84723], [-0.33994, -1.17845, 11.19024], [-1.12724, -1.26991, 9.61072], [-0.47088, 1.04845, 9.13452], [0.65296, 1.11944, 10.49817], [-1.11052, 1.04867, 10.77280], [0.47766, -3.41521, 10.55219], [1.78220, -3.48415, 9.38457], [-1.22844, -3.04473, 8.75442], [-0.63667, -4.61245, 8.83831], [-0.29401, -4.21056, 5.31352], [-1.60950, -3.55684, 6.20904], [-0.81486, -5.20993, 6.53307], [6.70260, -0.08238, 0.36188], [5.55948, -0.62813, 1.22895], [4.23830, 0.12539, 1.22925], [4.52795, 1.44088, 1.92308], [3.73360, 0.28609, -0.18052], [3.55043, -1.00640, -1.00697], [2.99756, -0.43313, 2.03354], [3.34640, -0.73978, 3.49669], [4.44075, -1.65756, 3.58264], [4.01046, -3.01873, 3.54825], [7.69721, -0.49170, 0.51606], [6.80991, 0.96588, 0.65892], [6.51873, -0.00747, -0.70983], [5.88597, -0.65809, 2.26500], [5.26598, -1.67473, 1.13114], [5.09144, 2.05226, 1.22050], [5.14021, 1.27679, 2.80364], [3.61713, 1.96777, 2.19700], [4.47569, 0.92921, -0.65564], [2.83056, 0.89213, -0.11601], [2.72883, -1.59396, -0.60338], [4.44661, -1.62203, -1.05854], [3.36887, -0.67352, -2.02720], [2.74071, -1.31324, 1.45099], [2.18300, 0.28833, 2.04514], [2.52285, -1.25558, 3.99306], [3.65915, 0.14142, 4.05115], [3.44246, -3.23866, 4.45353], [4.89149, -3.65773, 3.52426], [3.46623, -3.25448, 2.63014], [-6.43038, -2.14240, -6.80050], [-5.71695, -1.39538, -5.65823], [-5.39871, -2.20832, -4.39446], [-4.76977, -3.52738, -4.83923], [-4.46589, -1.56901, -3.34735], [-4.63291, -2.03341, -1.89193], [-6.76154, -2.44043, -3.74857], [-7.70720, -1.26287, -3.52557], [-7.13915, -0.23010, -2.74273], [-8.00060, 0.89543, -2.68193], [-5.65326, -2.66808, -7.35536], [-6.72646, -1.36020, -7.49787], [-7.22893, -2.78334, -6.44221], [-6.25247, -0.48958, -5.38924], [-4.72016, -1.11610, -6.00419], [-4.63813, -4.04915, -3.89421], [-3.87786, -3.32860, -5.42334], [-5.48890, -4.09888, -5.42087], [-4.56971, -0.50162, -3.54855], [-3.45519, -1.70827, -3.73980], [-5.40000, -1.44467, -1.39116], [-3.68627, -1.77455, -1.41705], [-4.90414, -3.08031, -1.78957], [-6.68830, -2.91539, -2.76843], [-7.24298, -3.27637, -4.25788], [-8.69185, -1.60186, -3.19145], [-7.99911, -0.75406, -4.45602], [-7.63140, 1.72087, -2.06924], [-8.97894, 0.65622, -2.26358], [-8.05490, 1.36598, -3.66891], [-8.54102, -4.70977, 2.79476], [-9.34581, -5.77218, 3.58795], [-10.04492, -5.32195, 4.87694], [-8.96679, -5.07003, 5.88208], [-10.88130, -4.04064, 4.53880], [-11.92979, -4.18344, 3.44898], [-11.06510, -6.32639, 5.39346], [-10.50296, -7.71252, 5.68026], [-9.58834, -8.32849, 4.81231], [-8.97299, -9.47395, 5.40087], [-9.08957, -3.77935, 2.65522], [-8.40103, -5.13361, 1.80217], [-7.59727, -4.47325, 3.28578], [-8.72433, -6.60512, 3.89917], [-10.13472, -6.15453, 2.94195], [-8.18052, -4.42215, 5.51338], [-8.59398, -6.01804, 6.26890], [-9.43795, -4.63060, 6.76145], [-10.12720, -3.26964, 4.37983], [-11.31974, -3.65089, 5.46100], [-11.52742, -4.22248, 2.43802], [-12.47577, -3.24126, 3.52203], [-12.67093, -4.97901, 3.50098], [-11.75643, -6.35419, 4.55349], [-11.58990, -5.88384, 6.23563], [-11.33636, -8.39379, 5.89734], [-10.05701, -7.68445, 6.68865], [-9.66478, -10.23615, 5.75662], [-8.31406, -9.10381, 6.19525], [-8.34903, -9.76970, 4.55674], [-5.07631, -1.74207, 6.90481], [-4.87396, -0.21653, 7.06214], [-3.64706, 0.04092, 7.92602], [-3.23640, 1.39116, 7.92632], [-3.90056, 2.20269, 8.85971], [-4.83887, 0.40034, 5.72987], [-5.71317, 0.46317, 5.19994], [-4.51004, 1.36289, 5.87941], [-4.15583, -0.01788, 5.08366], [-4.13761, -2.14936, 6.51280], [-5.93248, -2.02387, 6.30048], [-5.20160, -2.20965, 7.88168], [-5.80846, 0.12183, 7.50986], [-2.79099, -0.50087, 7.50822], [-3.67096, -0.35167, 8.94633], [-4.99160, 2.18709, 8.79706], [-3.54793, 3.22829, 8.95426], [-3.66597, 1.83429, 9.87282], [-4.67470, 2.90698, -0.68375], [-3.87503, 1.62034, -0.53801], [-2.75466, 1.35215, -1.49843], [-1.78765, 0.47046, -0.98749], [-0.84495, -0.02454, -1.93643], [-3.26010, 1.57725, 0.87631], [-2.88771, 0.65013, 1.09323], [-2.49794, 2.25295, 0.94008], [-3.95708, 1.86643, 1.56053], [-5.36098, 2.87006, -1.52359], [-3.99156, 3.75627, -0.80351], [-5.12816, 3.22329, 0.25492], [-4.58276, 0.79609, -0.42932], [-2.19540, 2.22793, -1.85699], [-3.18639, 0.97199, -2.43524], [-0.34020, 0.81478, -2.42461], [-1.42494, -0.62553, -2.63599], [-0.06944, -0.54498, -1.38209], [-2.31347, -8.84669, 6.93009], [-3.17761, -8.98209, 5.67668], [-3.33059, -7.67564, 4.85113], [-4.52504, -7.68811, 4.12702], [-4.80487, -6.44665, 3.52125], [-2.56148, -10.03755, 4.74864], [-3.07029, -10.92042, 4.73891], [-2.55938, -9.59184, 3.83107], [-1.60462, -10.11424, 5.08751], [-2.90110, -8.16796, 7.54963], [-1.31560, -8.44369, 6.75362], [-2.21619, -9.77284, 7.49727], [-4.22546, -9.18075, 5.89921], [-2.44618, -7.47370, 4.22495], [-3.32785, -6.82965, 5.54839], [-4.14826, -6.32215, 2.65750], [-4.85827, -5.51412, 4.09890], [-5.85925, -6.45640, 3.23014], [-10.59310, -2.26081, -0.12517], [-8.85384, -2.31371, 0.16980], [-10.92525, -2.07736, 1.62802], [-12.30723, -2.27746, -0.42343], [-10.23882, -2.42946, -1.84674], [-10.64392, -3.99994, -0.08785], [-10.46928, -0.51189, -0.39280], [-8.88569, -0.85606, 7.58487], [-8.49163, -2.44179, 6.94837], [-10.25054, -0.69163, 6.46343], [-9.28004, 0.78041, 8.18074], [-7.52797, -0.88323, 8.65742], [-7.88016, -0.11280, 6.34570], [-9.81913, -1.55123, 8.86890], [-5.54002, 3.43363, 3.51604], [-5.97729, 2.32492, 2.21977], [-6.50280, 2.44137, 4.61881], [-4.98081, 4.43900, 4.82627], [-4.54174, 4.29023, 2.31228], [-6.83699, 4.45964, 3.05241], [-4.12950, 2.37829, 3.74493]],
  "forces_ev_per_a": [[-1.17, -0.20, -0.36], [0.00, 0.30, -0.02], [0.22, -0.06, 0.20], [0.21, 0.09, 0.18], [0.87, -0.08, -0.42], [-0.66, 0.21, 1.05], [-0.33, 0.65, 0.27], [3.34, -1.15, -0.02], [-3.99, 0.57, -2.49], [0.44, -0.06, 0.58], [0.20, 0.25, 0.55], [0.67, 0.08, 0.51], [0.03, -0.49, -0.18], [0.11, -0.33, -0.31], [0.31, -0.11, 0.08], [-0.40, 0.03, -0.59], [1.52, -0.80, 0.51], [0.19, 0.54, -1.65], [-0.72, 0.61, -1.23], [0.55, 0.92, 0.64], [0.65, -0.12, 1.56], [0.01, -1.44, 0.10], [-0.85, -0.16, -0.30], [0.72, 1.11, -0.20], [-0.44, -0.40, 0.11], [-0.19, 0.39, 0.27], [-0.11, -0.05, 0.13], [-0.28, -0.12, 0.30], [0.00, -0.01, -0.14], [-0.25, 0.54, 0.30], [-0.25, -0.21, 0.05], [0.63, -0.40, 0.43], [-0.35, -0.02, 0.73], [-0.05, 0.14, 0.06], [-0.08, -0.12, -0.13], [-1.01, 0.05, -0.47], [-0.11, -0.32, -0.77], [0.16, -0.28, -0.50], [0.56, 0.15, 0.08], [-0.31, 0.39, 0.57], [0.31, -0.07, -0.10], [-0.13, -0.28, 0.09], [0.08, -0.09, 0.20], [-0.14, 0.06, 0.07], [0.26, 0.04, -0.19], [0.67, -0.30, 2.02], [-0.19, -0.47, 0.18], [2.03, -0.24, -0.23], [-0.55, 1.34, 0.28], [0.06, 0.05, 0.86], [0.31, -0.99, -1.01], [-1.38, -0.22, 0.16], [-0.43, 0.09, -0.85], [0.77, 0.15, -0.12], [-0.26, -0.49, -0.42], [-0.19, -0.19, -0.08], [-0.26, -0.07, -0.94], [0.08, 0.40, -0.32], [-0.13, 0.73, -0.08], [-0.43, 0.15, -0.46], [-0.39, -0.51, -0.18], [0.48, -0.37, 0.07], [-0.34, 0.13, -0.32], [-0.25, -0.16, -0.02], [-0.06, 0.22, -0.04], [-0.03, 0.22, 0.06], [-0.08, 0.03, 0.19], [0.06, -0.09, 0.12], [0.15, 0.19, 0.13], [-0.16, -0.16, -0.23], [0.09, 0.36, -0.09], [0.68, -0.23, 0.35], [0.71, 0.78, 0.26], [-0.38, -0.50, 0.27], [-0.62, 0.14, 0.60], [-1.00, 1.55, -0.19], [0.19, -1.81, 1.02], [-1.08, 1.15, 1.26], [0.19, 0.53, -1.11], [0.74, 0.58, -0.48], [0.19, 0.77, 0.73], [1.77, -0.93, 0.24], [0.90, -1.36, -0.41], [-0.28, -0.04, 0.02], [0.54, 0.12, -0.09], [-0.35, -0.63, 0.31], [0.24, 0.00, 0.00], [-0.13, -0.51, -0.01], [0.04, 0.42, -0.03], [0.29, -0.02, -0.81], [-0.04, 0.13, 0.15], [-0.06, -0.19, -0.03], [-0.08, -0.12, -0.15], [-0.04, -0.08, -0.15], [-0.16, -0.21, -0.04], [-0.09, -0.13, -0.38], [0.06, 0.08, 0.19], [-0.36, -0.14, 0.01], [-0.35, -0.18, 0.43], [0.23, 0.23, -0.59], [-0.52, 0.61, -0.09], [-0.26, 0.14, -0.02], [-0.24, -0.15, -0.12], [0.13, 0.18, 0.18], [-0.36, 0.09, 0.11], [1.37, 0.50, 0.54], [1.30, 0.32, 0.00], [-1.54, -0.53, -0.03], [-1.33, 0.43, 1.02], [0.15, 0.60, -1.51], [0.00, 1.12, -0.73], [-0.73, -1.05, 1.17], [-0.33, 1.10, -1.65], [0.45, -0.30, 0.84], [-0.18, 0.70, -0.21], [-0.36, -0.57, 0.05], [-0.61, -0.12, 0.14], [-0.21, 0.09, -0.41], [0.14, -0.12, 0.36], [-0.06, 0.29, -0.15], [0.64, -0.28, -0.23], [0.15, 0.01, 0.25], [0.03, 0.15, -0.10], [-0.57, 0.12, 0.78], [0.01, -0.68, 0.12], [-0.10, -0.10, -0.08], [0.00, -0.43, 0.26], [0.46, -0.10, 0.05], [0.79, 0.24, 0.06], [-0.24, 0.54, -0.64], [0.34, -0.44, 0.76], [0.19, -0.40, -0.42], [0.65, -0.57, 0.36], [-0.12, -0.27, -0.30], [-0.48, -0.29, -0.21], [-0.73, -0.27, 0.89], [-0.31, 0.12, -0.34], [-0.01, 0.99, -0.50], [-1.10, -0.06, 1.07], [0.80, -0.15, 1.02], [0.23, 0.54, -0.42], [0.86, -0.38, -2.23], [-0.20, -0.64, 2.42], [-0.82, 0.57, -0.23], [0.70, 1.19, -0.82], [-0.04, -0.06, -0.11], [0.29, 0.05, 0.02], [0.13, -0.06, -0.20], [0.00, 0.02, -0.20], [0.00, -0.09, 0.06], [-0.15, 0.01, -0.17], [0.23, -0.13, -0.59], [0.09, 0.43, -0.16], [-0.08, -0.06, -0.70], [-0.16, -0.71, 0.26], [0.22, 0.05, 0.09], [-0.13, -0.06, -0.23], [0.13, -0.03, 0.57], [-0.18, -0.34, 0.23], [0.24, -0.18, 0.25], [-0.35, 0.19, -0.49], [0.34, 0.26, -0.05], [-0.06, 0.02, -0.14], [-0.12, -0.37, 0.27], [-0.01, -0.82, 0.38], [0.92, 0.22, 0.45], [-2.01, -2.27, 0.98], [1.07, 0.54, -0.67], [0.24, 0.34, -0.77], [-0.41, -0.18, 2.19], [1.59, 1.41, 0.03], [-0.34, -0.07, 0.56], [-0.21, 0.13, -0.35], [-0.21, -0.17, 0.12], [-0.17, -0.22, -0.38], [0.05, 0.20, -0.08], [-0.19, 0.22, 0.09], [0.25, 0.41, 0.23], [-0.05, 0.02, -0.37], [-0.98, 0.03, 0.06], [0.04, 0.06, -0.40], [0.19, -0.01, -1.09], [-0.19, -0.28, -0.05], [1.34, 0.87, 0.15], [-0.49, -0.43, 2.07], [0.75, 0.17, -1.93], [-0.09, -0.53, 1.07], [-0.67, 0.99, 0.39], [0.29, 0.76, -0.61], [-0.19, -0.16, -0.06], [0.01, 0.00, 0.08], [-0.36, -0.14, 0.35], [-0.11, -0.02, 0.10], [0.09, -0.10, -0.59], [-0.66, -0.65, -0.12], [0.17, -0.24, -0.59], [-0.44, 0.54, 0.44], [-0.16, -0.25, 0.09], [-0.17, -0.02, -0.35], [0.60, -0.30, -0.31], [-0.29, -0.47, -0.03], [-0.95, 0.15, -0.04], [-0.10, 1.18, -0.49], [0.59, 0.45, 0.85], [0.27, -0.37, 0.86], [-1.17, 0.68, -1.14], [-0.59, 1.12, 0.43], [0.25, -0.16, -0.04], [0.05, -0.61, -0.33], [0.12, -0.67, -0.35], [0.43, 0.10, 0.27], [-0.08, 0.13, -0.17], [-0.08, -0.12, -0.17], [0.19, -0.88, 0.13], [0.02, -0.24, -0.26], [-0.09, -0.08, 0.21], [-0.18, 0.31, -0.01], [1.07, -0.44, 0.79], [0.22, -0.61, -0.59], [-0.15, -0.21, -1.41], [-0.68, 0.10, 0.31], [0.57, 0.06, -1.12], [0.72, 0.46, 0.27], [-0.13, 0.20, 0.35], [0.17, 0.15, 0.86], [-0.24, -0.70, 0.74], [-1.52, 1.95, 0.99], [-0.03, 0.37, -0.02], [0.61, -0.66, 0.61], [0.38, -1.22, -0.54], [0.59, -0.19, -0.25], [0.31, -0.22, -0.12], [-0.04, -0.07, -0.88], [0.69, 1.10, -0.62], [0.03, 0.02, -0.03], [0.48, 0.55, -0.40], [-0.51, -0.71, -0.82], [-0.20, -0.48, 0.68], [-0.07, -0.36, 0.65], [-0.10, -0.29, 0.36]],
  "relative_energy_kcal_mol": 0.0,
  "charge": 4,
  "orbital_gap_ev": 7.72
}